24
Properties=species:S:1:pos:R:3:forces:R:3:lowdin_charge:R:1 method="wB97M-V/def2-TZVPD" largest_force_ev_per_a=5.1 e_lumo_ev=0.738 e_tot_ha=-438.9406 de_lowest_kj_mol=247.8 homo_lumo_gap_ev=8.03
C 0.559423 1.104288 0.036510 0.253 -0.785 -2.618 -0.59
C 2.042852 1.350410 0.257360 -0.198 0.156 0.034 -0.09
N -0.112853 1.085975 1.325121 -0.109 -0.498 0.007 0.03
N 0.018942 2.196793 -0.809094 -0.030 0.951 0.230 0.01
H 0.410142 0.123245 -0.915300 0.930 3.372 3.728 0.13
H -0.898382 1.948998 -1.167582 0.104 -0.066 -0.034 0.05
H -1.112654 0.975093 1.201354 -0.003 0.053 -0.008 0.04
H 0.010416 1.984228 1.792543 0.063 -0.015 -0.153 0.07
H 0.611076 2.358076 -1.617668 -0.036 -0.071 0.031 0.06
H 2.217106 2.357109 0.655441 -0.004 0.051 0.012 0.07
H 2.601690 1.257947 -0.675845 0.012 -0.006 0.012 0.07
H 2.441506 0.639498 0.978585 0.045 -0.080 -0.011 0.06
C -2.530130 -1.009878 -0.502628 -0.019 0.031 -0.115 -0.05
C 1.037933 -1.935646 0.409589 0.007 0.149 -0.054 0.01
N -1.319412 -1.465877 0.153692 0.627 0.261 -0.154 0.03
C -0.096465 -1.368321 -0.395991 -0.877 -1.185 -2.437 -0.51
O 0.043627 -0.980424 -1.627243 -0.808 -2.435 1.582 -0.06
H -1.367702 -1.666104 1.140458 0.082 -0.056 -0.037 0.15
H -2.875589 -0.057325 -0.089808 0.043 -0.059 -0.012 0.08
H -2.308598 -0.879471 -1.559141 -0.012 -0.009 0.048 0.09
H -3.321611 -1.751020 -0.385710 0.059 0.032 0.005 0.09
H 1.008309 -1.578588 1.438073 -0.028 0.049 0.000 0.09
H 1.982809 -1.662009 -0.049512 -0.039 0.062 -0.010 0.09
H 0.957566 -3.026997 0.406797 -0.063 0.097 -0.044 0.10